[1]
# C5H8

One molecule with the formula C5H8 at a distorted geometry (the ωB97M-V functional and the def2-TZVPD basis, the Open Molecules 2025 dataset).

Atoms and positions in Å:
1 C -1.5529 0.3150 0.3373
2 C -0.8255 0.9085 -0.5373
3 C -0.3472 -0.0784 1.2160
4 C 0.5059 0.5904 0.0457
5 C 1.2237 -0.9166 -0.8141
6 H -2.5676 0.1075 0.5226
7 H -1.0828 1.4802 -1.3733
8 H -0.3661 0.4971 2.1515
9 H -0.0433 -1.0890 1.3847
10 H 1.2515 1.3856 0.0283
11 H 2.2701 -0.8287 -0.6322
12 H 0.9939 -0.6097 -1.8339
13 H 0.5403 -1.7620 -0.4953

Output
E   -195.19257 hartree
SMILES string   C[C@H]1C=CC1
HOMO-LUMO gap   10.33 eV
HOMO energy   -9.059 eV
Energy above the lowest of the compared OMol25 structures with the same formula, charge and spin   261.1 kJ/mol


[2]
# C5H8

One molecule with the formula C5H8 at a distorted geometry (the ωB97M-V functional and the def2-TZVPD basis, the Open Molecules 2025 dataset).

Atoms and positions in Å:
1 C -1.1889 -0.3379 0.1130
2 C -1.3258 -0.9815 1.2715
3 C -0.3249 0.8683 -0.1552
4 C 0.8265 0.6005 -1.0786
5 C 1.9617 0.1150 -0.5596
6 H -1.8528 -0.7397 -0.6476
7 H -1.9297 -1.8793 1.3304
8 H -0.7661 -0.8216 2.1884
9 H -1.0571 1.6530 -0.3679
10 H 0.1026 1.1024 0.8249
11 H 0.7370 0.5794 -2.1572
12 H 2.7351 -0.1496 -1.2684
13 H 2.0824 -0.0089 0.5063

Output
E   -195.24753 hartree
SMILES string   C=CCC=C
HOMO-LUMO gap   10.83 eV
HOMO energy   -9.541 eV
Energy above the lowest of the compared OMol25 structures with the same formula, charge and spin   116.8 kJ/mol


[3]
# C5H8

C5H8 as an isolated structure at a distorted geometry (the ωB97M-V functional and the def2-TZVPD basis, the Open Molecules 2025 dataset).

Atoms and positions in Å:
1 C 0.4871 0.2234 0.9738
2 C 0.8039 0.7939 -0.6122
3 C -0.2540 -0.0534 -1.6197
4 C -1.1071 -0.6125 -0.7238
5 C -0.8807 -0.4877 0.7962
6 H 0.4428 1.1131 1.5948
7 H 1.2537 -0.4589 1.3714
8 H 0.3395 1.7743 -0.6115
9 H 1.8159 0.8303 -1.0328
10 H 0.5398 -0.3471 -0.6095
11 H -2.0088 -1.1244 -1.0601
12 H -1.6941 0.1044 1.2335
13 H -0.9184 -1.4799 1.2671

Output
E   -195.09667 hartree
HOMO-LUMO gap   9.13 eV
HOMO energy   -8.299 eV
Energy above the lowest of the compared OMol25 structures with the same formula, charge and spin   512.9 kJ/mol